27
Properties=species:S:1:pos:R:3 method="wB97M-V/def2-TZVPD" charge=+1 energy_ev=-26874.52889 relative_energy_kcal_mol=42.1 multiplicity=1 e_homo_ev="-12.93 / -12.93"
C 0.5586 -0.1344 0.1773
C -3.8692 -0.2402 -0.9812
C 3.2860 0.9061 0.9417
C 1.9015 -1.9922 0.2646
C 2.7113 0.2388 -0.3454
C 0.8719 1.9231 -1.1164
C -3.1217 -0.4517 1.6723
N 2.7005 -1.1832 -0.5971
N 1.2784 0.5919 -0.6611
N 0.6944 -1.2434 0.6485
O 2.6314 1.6710 1.5616
O -1.3203 0.6748 0.2947
S -2.8764 0.6766 0.3020
H -3.6732 0.2894 -2.0151
H -3.7546 -1.2857 -0.9902
H 4.2711 0.5300 1.0546
H 1.6847 -2.8581 -0.2375
H 2.2459 -2.2565 1.2907
H 3.3746 0.8514 -1.2069
H 1.6080 2.6895 -0.9836
H 0.7999 1.9742 -2.1510
H 0.0490 2.3376 -0.6899
H -2.4590 -0.2713 2.5157
H -4.0910 -0.4687 2.0017
H -3.0612 -1.5184 1.4675
H 2.3949 -1.4075 -1.5328
H -4.8354 -0.0431 -0.6849

54
Properties=species:S:1:pos:R:3 method="wB97M-V/def2-TZVPD" charge=+1 energy_ev=-35475.57158 relative_energy_kcal_mol=4.7 multiplicity=1 e_homo_ev=-10.68
Au -0.0720 0.0469 0.1282
C 1.3855 2.6022 -0.9184
N 0.8087 2.1445 0.3712
C 1.8444 2.0551 1.4354
C -0.3211 2.9843 0.7763
C -0.1212 4.2535 1.2955
C -1.2010 5.0135 1.7056
C -2.4830 4.4867 1.6250
C -2.6890 3.2317 1.0794
C -1.6063 2.4900 0.6002
N -1.7004 1.2302 0.0243
C -2.8277 0.6682 -0.5571
C -3.8746 1.4103 -1.1045
C -4.9933 0.7684 -1.6067
C -5.0735 -0.6170 -1.5741
C -4.0050 -1.3565 -1.0976
C -2.8715 -0.7196 -0.6274
N -1.7069 -1.4943 -0.1987
C -1.9024 -2.1784 1.1014
C -1.2490 -2.4505 -1.2404
H 2.0287 3.4674 -0.7522
H 0.5804 2.8827 -1.5924
H 1.9634 1.7940 -1.3662
H 2.4332 2.9709 1.4845
H 2.5028 1.2138 1.2133
H 1.3624 1.8871 2.3948
H 0.8836 4.6451 1.3967
H -1.0400 6.0025 2.1119
H -3.3255 5.0486 2.0046
H -3.6785 2.7971 1.0760
H -3.7789 2.4840 -1.1847
H -5.7984 1.3505 -2.0336
H -5.9504 -1.1238 -1.9527
H -4.0467 -2.4386 -1.1178
H -2.6514 -2.9655 1.0043
H -2.2276 -1.4604 1.8503
H -0.9509 -2.6159 1.3986
H -1.9618 -3.2689 -1.3412
H -0.2889 -2.8628 -0.9461
H -1.1585 -1.9337 -2.1934
C 4.3484 -1.6199 -0.0975
C 3.1101 -1.2203 -0.8954
C 3.3063 -1.4482 -2.3865
O 2.7932 0.1764 -0.6438
C 1.9794 -2.0663 -0.4005
O 1.9223 -3.2302 -0.7090
O 1.0824 -1.5392 0.4248
H 5.2010 -1.0075 -0.3994
H 4.5936 -2.6641 -0.2861
H 4.1798 -1.4863 0.9716
H 4.1749 -0.8902 -2.7395
H 2.4292 -1.1097 -2.9415
H 3.4588 -2.5057 -2.5889
H 3.6129 0.6719 -0.7583

104
Properties=species:S:1:pos:R:3 method="wB97M-V/def2-TZVPD" energy_ev=-103668.36955 relative_energy_kcal_mol=30.6 multiplicity=1 e_homo_ev=-7.07
Sr -0.1095 -0.3749 0.2804
C -3.5457 4.0976 2.9500
N -2.4633 3.1561 2.7179
C -1.4505 2.8757 3.5937
C -0.6674 1.9358 2.9859
N -1.1924 1.6356 1.7606
C -2.2707 2.3780 1.6162
P -3.3901 2.4094 0.1919
C -4.0057 0.6970 0.2605
N -3.4504 -0.3494 0.8435
C -4.3588 -1.3640 0.7187
C -5.4571 -0.9371 0.0291
N -5.2313 0.3805 -0.2518
C -6.1234 1.2567 -0.9923
C -2.2377 2.2801 -1.1975
N -1.4622 1.2556 -1.5001
C -0.7969 1.6031 -2.6401
C -1.1833 2.8519 -3.0333
N -2.0966 3.2768 -2.1135
C -2.7389 4.5812 -2.1084
H -3.3604 4.6087 3.8908
H -3.5904 4.8347 2.1508
H -4.5022 3.5810 3.0129
H -1.3770 3.3660 4.5486
H 0.2389 1.4683 3.3449
H -4.1838 -2.3480 1.1200
H -6.3596 -1.4379 -0.2760
H -7.0390 0.7134 -1.2096
H -6.3639 2.1412 -0.4053
H -5.6681 1.5638 -1.9333
H -0.0603 0.9495 -3.0788
H -0.8831 3.4759 -3.8519
H -2.3672 5.1460 -2.9583
H -3.8204 4.4803 -2.1851
H -2.4931 5.1255 -1.1980
N 7.6075 -0.8175 6.6471
C 6.6300 -1.2120 5.7155
C 5.3002 -1.3640 6.1057
C 4.3261 -1.7017 5.1823
C 4.6690 -1.8966 3.8523
C 5.9848 -1.7378 3.4499
C 6.9599 -1.3995 4.3766
S 2.8376 -0.9958 2.2495
O 2.3992 -0.1388 3.3620
O 3.7007 -2.2732 2.9445
N 1.5667 -1.8152 1.6633
C 0.6390 -2.3429 2.5140
N -0.6218 -2.3855 2.0138
C -1.5791 -2.8465 2.8135
C -1.3355 -3.2970 4.0906
C -0.0070 -3.2354 4.5024
N 0.9702 -2.7724 3.7512
H 7.3954 -1.0911 7.5941
H 8.5414 -1.1046 6.3977
H 5.0293 -1.2055 7.1436
H 3.2874 -1.8102 5.4625
H 6.2408 -1.8888 2.4089
H 7.9881 -1.2744 4.0564
H -2.5838 -2.8526 2.4050
H -2.1226 -3.6717 4.7272
H 0.2771 -3.5814 5.4927
C -1.6189 -3.4139 -0.8861
N -2.1958 -4.4619 -1.7252
C -1.1931 -4.8399 -2.7260
N -0.7848 -3.7017 -3.5500
C -0.2382 -2.6633 -2.6764
N -1.2201 -2.2209 -1.6607
C -2.4078 -1.7264 -2.3826
N -2.9996 -2.7439 -3.2512
C -3.3529 -3.9016 -2.4254
C -1.9752 -3.1690 -4.2116
H -0.7426 -3.8046 -0.3676
H -2.3520 -3.1136 -0.1363
H -1.6102 -5.6165 -3.3705
H -0.3170 -5.2415 -2.2138
H 0.0588 -1.8023 -3.2721
H 0.6504 -3.0362 -2.1673
H -2.1116 -0.8699 -2.9888
H -3.1524 -1.3969 -1.6566
H -3.7894 -4.6728 -3.0636
H -4.0978 -3.5933 -1.6877
H -1.6879 -2.3111 -4.8232
H -2.3972 -3.9380 -4.8622
C 3.4486 1.6176 -4.7295
C 3.1197 2.7680 -3.8192
C 2.4720 3.8940 -4.3245
C 2.1832 4.9679 -3.5053
Cl 1.3577 6.3574 -4.1782
C 2.5253 4.9626 -2.1650
C 3.1703 3.8513 -1.6554
C 3.4722 2.7659 -2.4681
O 4.1842 1.7438 -1.8939
C 3.6269 0.4277 -1.7501
C 2.1824 0.3596 -1.2493
O 1.8324 1.1387 -0.3300
O 1.4322 -0.5210 -1.7581
H 3.3253 1.9098 -5.7718
H 2.7975 0.7619 -4.5407
H 4.4774 1.2869 -4.5820
H 2.2075 3.9327 -5.3743
H 2.2869 5.8076 -1.5339
H 3.4365 3.7867 -0.6100
H 4.2438 -0.0444 -0.9848
H 3.7143 -0.1376 -2.6764

6
Properties=species:S:1:pos:R:3 method="wB97M-V/def2-TZVPD" energy_ev=-35853.96497 relative_energy_kcal_mol=8.2 multiplicity=3 e_homo_ev="-6.59 / -10.56" s_squared=2.007
N -0.8977 -0.0761 -0.0764
P 0.7477 -0.0797 0.6436
Cl 1.3815 1.9697 -0.3556
Cl 1.5902 -1.5079 -0.5982
H -1.4791 0.6935 0.3635
H -1.3426 -0.9995 0.0231

26
Properties=species:S:1:pos:R:3 method="wB97M-V/def2-TZVPD" energy_ev=-32705.51466 relative_energy_kcal_mol=132.6 multiplicity=1 e_homo_ev=-8.02
C -1.4909 -1.7376 -0.0889
C -2.1605 0.1293 -1.3696
C -3.2415 -0.1700 0.7760
C 3.3151 -1.9522 -0.1586
C 1.7298 3.1188 0.2891
C -2.6860 -0.9498 -0.4452
C 2.1803 0.4431 0.0998
N -0.5276 -2.3754 0.0466
O 0.0299 1.4111 1.5163
S 2.3356 -0.9411 1.0800
S 1.5052 1.6298 1.4025
H -1.3710 0.7083 -0.7525
H -1.6846 -0.2916 -2.3346
H -3.0602 0.7237 -1.6876
H -3.6832 -0.8717 1.4481
H -3.9577 0.6437 0.4042
H -2.3906 0.2488 1.4593
H 3.1463 -1.7024 -1.1982
H 3.1827 -3.0710 -0.0036
H 4.3938 -1.9446 -0.1332
H 2.4184 3.8301 0.8225
H 0.6741 3.5970 0.1314
H 2.0780 2.7033 -0.7562
H -3.4115 -1.5692 -0.9176
H 1.4951 0.2586 -0.7202
H 1.1810 -1.8688 1.0903

18
Properties=species:S:1:pos:R:3 method="wB97M-V/def2-TZVPD" smiles="N/C=C/CCCO" energy_ev=-8898.93414 relative_energy_kcal_mol=63.7 multiplicity=1 e_homo_ev=-7.57
N 1.8375 -1.2281 -2.6225
C 1.6417 -0.5229 -1.4460
C 0.4337 -0.3082 -0.8701
C -0.0182 0.9721 -0.2413
C -0.1141 0.8419 1.3441
C -1.1087 -0.1705 1.8577
O -2.4654 0.3045 1.7420
H 1.1870 -1.1588 -3.3862
H 2.7500 -1.0725 -3.0236
H 2.4837 -0.0192 -0.9729
H -0.2151 -1.1740 -1.0157
H 0.7457 1.7732 -0.2249
H -0.9266 1.3321 -0.7227
H -0.0030 1.8673 1.7057
H 0.8959 0.4732 1.6228
H -1.1625 -1.0957 1.2946
H -0.9078 -0.3656 2.9238
H -2.5688 1.0485 2.3510

119
Properties=species:S:1:pos:R:3 method="wB97M-V/def2-TZVPD" charge=-1 energy_ev=-100854.98262 multiplicity=1 e_homo_ev=-3.35
C 1.6961 5.3809 4.2927
C 1.9835 4.1824 3.4288
C 2.5085 4.3171 2.1403
C 2.7529 3.2007 1.3510
C 2.4925 1.9000 1.8041
C 2.7867 0.7136 0.9735
P 4.0812 -0.5003 1.8521
C 1.9581 1.7742 3.0870
C 1.7182 2.8915 3.8786
H 1.9120 6.2915 3.7420
H 0.6467 5.3753 4.5815
H 2.2954 5.3551 5.2017
H 2.7062 5.3090 1.7524
H 3.1586 3.3186 0.3546
H 3.2442 1.0050 0.0294
H 1.8570 0.1659 0.8323
H 2.9922 -1.0415 2.6741
H 3.8299 -1.5090 0.7748
H 5.1580 0.0830 1.0125
H 4.3793 0.5256 2.8802
H 5.0207 -1.4225 2.5159
H 1.7200 0.7955 3.4628
H 1.3137 2.7571 4.8757
C 5.8489 0.5411 -1.5995
C 5.4462 1.4115 -2.5227
C 6.2834 2.5711 -2.9039
O 5.9229 3.3683 -3.7483
C 7.5897 2.7337 -2.2131
C 7.9963 1.8690 -1.2880
C 7.1616 0.6961 -0.9143
O 7.5060 -0.1029 -0.0800
H 5.2540 -0.3090 -1.2855
H 4.4940 1.3226 -3.0311
H 8.1790 3.5930 -2.5084
H 8.9417 1.9680 -0.7692
C 0.2750 -1.0339 6.0036
C -0.5260 -1.2415 7.0461
C -1.8510 -1.8914 6.8850
O -2.5811 -2.0798 7.8379
C -2.2514 -2.3033 5.5168
C -1.4558 -2.0974 4.4705
C -0.1283 -1.4461 4.6332
O 0.5916 -1.2678 3.6811
H 1.2473 -0.5642 6.0906
H -0.2576 -0.9523 8.0544
H -3.2220 -2.7765 5.4286
H -1.7145 -2.3903 3.4578
C 4.6468 8.1225 3.2853
C 5.9659 8.0007 3.4051
C 6.6769 8.4822 4.6158
O 7.8795 8.3803 4.7268
C 5.8583 9.0989 5.6919
C 4.5397 9.2194 5.5734
C 3.8290 8.7434 4.3584
O 2.6277 8.8515 4.2510
H 4.1058 7.7757 2.4141
H 6.5814 7.5487 2.6381
H 6.3997 9.4383 6.5658
H 3.9218 9.6643 6.3430
C -1.6699 -0.4807 -3.2871
C -0.3401 -0.4595 -3.3330
C 0.4638 0.0147 -2.1772
O 1.6728 0.0235 -2.2048
C -0.2648 0.4855 -0.9722
C -1.5933 0.4779 -0.9345
C -2.3948 -0.0108 -2.0768
O -3.6103 -0.0251 -2.0202
H -2.2821 -0.8257 -4.1107
H 0.2225 -0.7970 -4.1937
H 0.3498 0.8312 -0.1500
H -2.1501 0.8178 -0.0704
C -6.6548 -1.0839 -1.6300
C -7.1944 -1.1534 -0.4145
C -8.4836 -1.8469 -0.1697
O -8.9642 -1.9047 0.9430
C -9.1550 -2.4692 -1.3358
C -8.6235 -2.4031 -2.5528
C -7.3333 -1.7079 -2.7962
O -6.8499 -1.6656 -3.9082
H -5.7136 -0.5798 -1.8112
H -6.7229 -0.7056 0.4524
H -10.0879 -2.9798 -1.1343
H -9.0897 -2.8538 -3.4167
C -5.1800 -5.9208 -4.7605
C -6.3854 -5.3871 -4.5845
C -7.1790 -5.6730 -3.3637
O -8.2781 -5.1862 -3.2006
C -6.5782 -6.5662 -2.3414
C -5.3728 -7.0996 -2.5183
C -4.5782 -6.8206 -3.7431
O -3.4813 -7.3081 -3.9038
H -4.5802 -5.7289 -5.6409
H -6.8427 -4.7232 -5.3070
H -7.1763 -6.7516 -1.4575
H -4.9122 -7.7553 -1.7904
C -4.2687 -3.2606 0.5166
C -5.4411 -3.7259 0.0941
C -5.9140 -5.0830 0.4708
O -6.9762 -5.5132 0.0750
C -5.0323 -5.8983 1.3454
C -3.8601 -5.4341 1.7685
C -3.3849 -4.0794 1.3863
O -2.3087 -3.6685 1.7613
H -3.8985 -2.2782 0.2493
H -6.1040 -3.1519 -0.5415
H -5.3993 -6.8826 1.6069
H -3.1958 -6.0099 2.4003
C 2.6763 0.5507 -7.9771
C 3.6440 -0.3119 -8.2717
C 4.2792 -1.1487 -7.2199
O 5.1594 -1.9346 -7.4963
C 3.7921 -0.9839 -5.8272
C 2.8245 -0.1193 -5.5312
C 2.1893 0.7133 -6.5827
O 1.3005 1.4944 -6.3184
H 2.1980 1.1704 -8.7249
H 4.0162 -0.4501 -9.2789
H 4.2685 -1.6017 -5.0761
H 2.4558 0.0163 -4.5214

34
Properties=species:S:1:pos:R:3 method="wB97M-V/def2-TZVPD" smiles="COc1cc(OC)cc(C(=O)N[C@@H]2CCSC2=O)c1" energy_ev=-34239.81606 relative_energy_kcal_mol=0.0 multiplicity=1 e_homo_ev=-8.48
C 1.9594 4.8435 -1.4927
O 1.0894 3.7695 -1.7603
C 1.0319 2.7435 -0.8740
C 1.7983 2.6519 0.2769
C 1.6621 1.5569 1.1339
O 2.4477 1.5911 2.2434
C 2.3346 0.5449 3.1799
C 0.7789 0.5344 0.8203
C 0.0138 0.6317 -0.3422
C -0.9845 -0.4338 -0.6500
O -2.1297 -0.1983 -0.9688
N -0.4582 -1.6946 -0.5755
C -1.2521 -2.8910 -0.4284
C -2.3789 -3.0669 -1.4405
C -3.2950 -4.1316 -0.8651
S -3.4147 -3.7782 0.9284
C -1.8925 -2.9154 0.9688
O -1.4054 -2.4229 1.9464
C 0.1219 1.7266 -1.1762
H 1.7057 5.3398 -0.5510
H 3.0036 4.5164 -1.4618
H 1.8250 5.5427 -2.3164
H 2.5047 3.4138 0.5618
H 3.0127 0.8032 3.9917
H 2.6375 -0.4147 2.7487
H 1.3161 0.4619 3.5704
H 0.6316 -0.3020 1.4855
H 0.4776 -1.7528 -0.2032
H -0.5707 -3.7526 -0.4726
H -1.9933 -3.3663 -2.4147
H -2.9078 -2.1187 -1.5427
H -4.2981 -4.1010 -1.2824
H -2.8844 -5.1361 -0.9765
H -0.4872 1.8055 -2.0612

9
Properties=species:S:1:pos:R:3 method="wB97M-V/def2-TZVPD" energy_ev=-15949.97732 relative_energy_kcal_mol=90.1 multiplicity=1 e_homo_ev=-8.77
C -0.2208 -0.2748 0.0086
C 1.1704 0.1891 -0.2185
N -0.3831 1.0225 0.6845
N 0.9267 1.4480 0.4521
S 1.9538 0.3121 1.3427
H -0.9169 -0.3253 -0.8245
H -0.1236 -1.3785 0.4319
H 1.9123 0.2074 -1.2807
H -0.7430 1.2222 1.6121

5
Properties=species:S:1:pos:R:3 method="wB97M-V/def2-TZVPD" smiles="S=P(Cl)(Cl)Br" energy_ev=-115212.73351 relative_energy_kcal_mol=0.0 multiplicity=1 e_homo_ev=-10.22
S 0.7095 1.9397 0.4540
P 0.0749 0.1642 0.0824
Cl -0.4467 -0.9049 1.5909
Cl -2.0037 -0.1133 -0.9812
Br 1.6659 -1.0858 -1.1461

67
Properties=species:S:1:pos:R:3 method="wB97M-V/def2-TZVPD" energy_ev=-76333.77964 relative_energy_kcal_mol=8.4 multiplicity=2 e_homo_ev="-7.64 / -7.48" s_squared=1.043
Re -0.4141 1.5237 0.7166
C 2.4764 0.5759 -0.0469
N 1.5361 1.6961 0.0320
C 1.9804 2.9038 -0.1126
C 1.0866 3.9634 0.1971
C 1.1668 5.3432 0.2580
C -0.0514 5.7807 0.8131
C -0.8070 4.6509 1.0795
N -0.1305 3.5411 0.7018
C 2.5598 -0.0493 -1.4205
C 1.5961 0.1783 -2.3947
C 1.6854 -0.4617 -3.6251
C 2.7322 -1.3287 -3.8926
C 3.7014 -1.5528 -2.9229
C 3.6147 -0.9156 -1.6966
H 2.1450 -0.1705 0.6745
H 3.4661 0.9145 0.2713
H 3.0177 3.0781 -0.3849
H 2.0001 5.9489 -0.0553
H -0.3477 6.7972 1.0066
H -1.7917 4.5787 1.5113
H 0.7695 0.8475 -2.1932
H 0.9270 -0.2816 -4.3760
H 2.7964 -1.8261 -4.8511
H 4.5270 -2.2223 -3.1257
H 4.3703 -1.0939 -0.9400
O -2.0458 1.7114 2.1916
C -1.1909 1.6675 3.1142
O 0.0352 1.6347 2.8137
H -1.5010 1.6576 4.1643
C -3.3106 0.6146 -0.8306
C -2.3800 1.5925 -1.5306
C -2.8534 3.0261 -1.3716
O -1.0270 1.4531 -1.0837
H -4.3344 0.7638 -1.1762
H -3.2979 0.7846 0.2477
H -3.0315 -0.4211 -1.0161
H -2.3396 1.3565 -2.6007
H -3.0228 3.2606 -0.3200
H -3.7974 3.1591 -1.9014
H -2.1249 3.7312 -1.7716
O -0.4337 -0.3799 0.9533
C -0.4428 -1.7640 1.0942
C 0.9469 -2.1742 1.5501
C 1.9454 -2.7017 0.7869
C 3.1879 -2.7697 1.4745
C 3.1034 -2.2779 2.7408
S 1.5207 -1.7518 3.1158
C -0.7237 -2.3586 -0.2702
C -0.7116 -1.7001 -1.4588
C -0.9841 -2.5577 -2.5627
C -1.1969 -3.8435 -2.1771
S -1.0786 -4.0294 -0.4794
C -1.4977 -2.2198 2.0807
C -1.4410 -3.3011 2.9102
C -2.6759 -3.5585 3.5643
C -3.6411 -2.6709 3.2029
S -3.0631 -1.5200 2.0806
H 1.8025 -3.0095 -0.2381
H 4.0944 -3.1668 1.0434
H 3.8806 -2.2187 3.4835
H -0.5039 -0.6425 -1.5336
H -1.0179 -2.2282 -3.5898
H -1.4223 -4.6957 -2.7955
H -0.5521 -3.8992 3.0419
H -2.8292 -4.3581 4.2724
H -4.6564 -2.6144 3.5568